{"formula": "C62H51ClFN5OSr", "method": "ωB97M-V/def2-TZVPD", "symbols": ["Sr", "C", "C", "C", "C", "C", "C", "C", "C", "C", "C", "C", "N", "C", "C", "C", "C", "C", "C", "C", "C", "C", "C", "C", "C", "C", "N", "C", "C", "C", "C", "C", "C", "C", "C", "C", "C", "C", "C", "N", "C", "C", "N", "C", "C", "C", "C", "C", "C", "H", "H", "H", "H", "H", "H", "H", "H", "H", "H", "H", "H", "H", "H", "H", "H", "H", "H", "H", "H", "H", "H", "H", "H", "H", "H", "H", "H", "C", "C", "C", "C", "C", "C", "C", "C", "C", "C", "C", "C", "N", "C", "C", "C", "C", "C", "C", "F", "H", "H", "H", "H", "H", "H", "H", "H", "H", "H", "H", "H", "H", "H", "H", "H", "H", "H", "H", "H", "H", "O", "H", "H", "Cl"], "coordinates": [[0.0281, -1.2255, -0.3646], [-2.4967, 4.0224, -5.9510], [-2.2609, 2.7180, -6.3789], [-1.8580, 1.7434, -5.4686], [-1.6709, 2.0376, -4.1133], [-1.9316, 3.3486, -3.7010], [-2.3343, 4.3304, -4.6035], [-1.2389, 0.9869, -3.1265], [-0.0140, 0.3056, -3.3818], [0.8713, 0.6017, -4.5320], [1.8367, -0.3337, -4.5537], [1.6196, -1.2081, -3.3997], [0.4992, -0.7412, -2.6890], [2.4612, -2.2586, -3.1090], [2.5021, -3.0868, -1.9024], [3.4785, -4.0420, -1.5454], [3.0640, -4.6079, -0.3270], [1.8531, -3.9885, -0.0127], [0.8228, -4.3490, 1.0123], [0.3852, -3.2999, 2.0545], [1.0927, -4.5366, 2.5370], [0.3752, -5.6328, 3.2264], [-0.6373, -6.2808, 2.6456], [-0.9635, -6.0659, 1.2315], [-0.2447, -5.2344, 0.4735], [-1.0651, -2.9462, 2.1466], [-1.5329, -2.1249, 1.1743], [-2.8708, -1.9219, 1.4243], [-3.6888, -0.9688, 0.6738], [-5.1060, -0.8249, 1.1612], [-5.9959, -1.9023, 1.1036], [-7.3052, -1.7803, 1.5624], [-7.7500, -0.5729, 2.0989], [-6.8713, 0.5039, 2.1664], [-5.5633, 0.3747, 1.7037], [-3.3137, -0.1805, -0.3887], [-4.2332, 0.7191, -1.0882], [-3.5552, 1.2692, -2.1064], [-2.1867, 0.7093, -2.0891], [-2.0658, -0.1491, -1.0541], [-3.2375, -2.6392, 2.5840], [-2.0824, -3.3052, 3.0354], [1.5164, -3.0684, -0.9423], [3.4065, -2.6711, -4.2108], [2.9012, -3.1601, -5.4174], [3.7517, -3.5849, -6.4373], [5.1327, -3.5267, -6.2688], [5.6500, -3.0331, -5.0749], [4.7935, -2.6100, -4.0601], [-2.8113, 4.7833, -6.6551], [-2.3999, 2.4558, -7.4233], [-1.6840, 0.7258, -5.8057], [-1.8119, 3.5969, -2.6494], [-2.5110, 5.3416, -4.2507], [0.7630, 1.4337, -5.2130], [2.6639, -0.4028, -5.2481], [4.3760, -4.2923, -2.0942], [3.5646, -5.3769, 0.2490], [2.0987, -4.3410, 2.8682], [0.7078, -5.9069, 4.2231], [-1.1833, -7.0413, 3.1987], [-1.7296, -6.6867, 0.7741], [-0.3724, -5.2154, -0.6016], [-5.6461, -2.8420, 0.6869], [-7.9802, -2.6292, 1.4996], [-8.7655, -0.4774, 2.4701], [-7.1999, 1.4467, 2.5883], [-4.8733, 1.2118, 1.7713], [-5.2724, 0.8840, -0.8381], [-3.9436, 1.9536, -2.8470], [-4.2145, -2.6654, 3.0499], [-1.9898, -3.9465, 3.9017], [1.8251, -3.2104, -5.5428], [3.3325, -3.9656, -7.3637], [5.7979, -3.8610, -7.0583], [6.7254, -2.9706, -4.9323], [5.2013, -2.2076, -3.1362], [4.1770, 4.4749, 2.6370], [3.6917, 3.0218, 2.5888], [4.8693, 2.0498, 2.7374], [2.6147, 2.7425, 3.6315], [2.9349, 2.8768, 4.9825], [2.0102, 2.5907, 5.9770], [0.7492, 2.1401, 5.5981], [0.3805, 1.9882, 4.2561], [-1.0239, 1.4679, 3.9505], [-1.0492, 0.1659, 3.1326], [-1.8966, 2.5364, 3.2767], [1.3134, 2.3136, 3.2365], [1.0091, 2.1270, 1.8837], [0.8813, 3.2101, 1.1079], [0.8579, 4.5831, 1.5083], [0.6793, 5.6259, 0.5926], [0.5449, 5.3868, -0.7742], [0.5957, 4.0499, -1.2069], [0.7451, 3.0507, -0.2870], [0.8089, 1.7786, -0.6910], [4.9240, 4.6621, 1.8530], [4.6379, 4.7056, 3.6092], [3.3408, 5.1647, 2.4812], [3.2490, 2.8513, 1.6165], [5.3946, 2.2094, 3.6901], [5.5907, 2.1819, 1.9203], [4.5188, 1.0118, 2.7126], [3.9333, 3.2107, 5.2625], [2.2669, 2.7046, 7.0245], [0.0196, 1.8918, 6.3647], [-1.4704, 1.2408, 4.9193], [-0.7435, 0.3544, 2.1035], [-2.0634, -0.2575, 3.1280], [-0.3749, -0.5901, 3.5549], [-1.4936, 2.8011, 2.2939], [-1.9460, 3.4487, 3.8828], [-2.9206, 2.1591, 3.1363], [0.9770, 4.7958, 2.5668], [0.6546, 6.6479, 0.9588], [0.4014, 6.1957, -1.4830], [0.5285, 3.7814, -2.2572], [2.7151, -0.0095, -0.1172], [2.2831, 0.7780, 0.2706], [2.6312, 0.1050, -1.0811], [1.4181, -1.8284, 2.1118]], "lowdin_charge": [1.40, -0.12, -0.10, -0.05, -0.21, -0.06, -0.09, -0.10, -0.25, -0.02, -0.03, -0.27, -0.05, -0.06, -0.26, -0.06, -0.05, -0.33, -0.26, -0.57, -0.15, -0.07, -0.11, -0.08, -0.01, -0.36, -0.08, -0.28, -0.06, -0.20, -0.04, -0.10, -0.12, -0.09, -0.04, -0.23, -0.02, -0.02, -0.24, -0.02, -0.06, -0.05, -0.04, -0.20, -0.04, -0.10, -0.12, -0.10, -0.04, 0.08, 0.09, 0.12, 0.11, 0.09, 0.10, 0.11, 0.08, 0.09, 0.13, 0.10, 0.09, 0.09, 0.12, 0.12, 0.09, 0.09, 0.09, 0.11, 0.10, 0.10, 0.09, 0.09, 0.12, 0.09, 0.09, 0.09, 0.12, -0.07, -0.37, -0.07, -0.14, -0.07, -0.12, -0.06, -0.13, -0.35, -0.08, -0.06, -0.18, 0.08, -0.29, -0.05, -0.14, -0.14, -0.05, -0.24, 0.02, 0.07, 0.07, 0.06, 0.11, 0.07, 0.07, 0.08, 0.10, 0.08, 0.09, 0.11, 0.05, 0.08, 0.05, 0.07, 0.07, 0.06, 0.10, 0.08, 0.07, 0.10, -0.12, 0.01, 0.03, 0.76], "e_above_lowest_ev": 3.051, "total_energy_ha": -3333.13935, "orbital_gap_ev": 5.222, "spin_multiplicity": 1, "total_charge": -2, "largest_force_ev_per_a": 1.62}